Record 1
Below is C48H113GaN5O7 as an isolated structure, with properties calculated with ωB97M-V/def2-TZVPD.

XYZ file:
```
174
Properties=species:S:1:pos:R:3:forces:R:3:mulliken_charge:R:1
O 1.115 -13.319 -2.414 0.18 0.36 -0.48 -0.377
H -6.231 -10.908 -1.999 0.09 0.06 0.01 0.272
H 6.652 8.402 -5.546 0.10 -0.14 -0.19 0.223
C 6.329 7.639 -4.834 -0.32 0.29 0.21 -0.733
H 5.150 7.191 1.830 -0.97 -0.86 -1.91 0.212
H 2.356 0.192 -0.270 -1.33 0.63 -2.09 0.212
H -10.509 -2.004 6.270 0.16 1.76 -1.81 0.291
H 8.340 9.092 1.427 -0.09 -0.16 0.25 0.343
H -0.951 -12.285 -1.646 -0.02 0.29 -0.10 0.269
C 0.147 0.184 -0.971 -0.08 -0.08 0.05 -0.606
H -1.634 -3.553 5.461 -1.42 0.45 -2.13 0.296
H 1.203 -13.985 -4.398 -0.07 0.08 0.01 0.293
H 8.365 10.282 -2.276 0.14 -0.02 -0.17 0.289
C -6.012 -3.152 4.343 0.10 -0.12 0.53 -0.602
H -5.019 -2.397 6.326 0.35 -1.16 -1.85 0.261
O 0.648 5.192 -3.212 -4.70 6.95 2.84 -0.491
H 2.592 6.890 -2.013 0.60 1.99 -0.79 -0.111
H -0.359 -14.228 -3.543 0.00 -0.02 -0.25 0.221
C -3.010 -4.026 -2.144 -0.32 -0.03 -0.39 0.746
C -2.757 -5.337 -2.924 -0.08 -0.21 0.45 -0.704
O -3.865 -5.776 -3.714 0.52 0.17 -0.12 -0.280
H 4.041 3.279 -1.447 -1.62 -1.24 1.44 0.180
H 3.937 7.637 -3.101 -1.90 0.54 1.77 -0.623
H 6.817 6.683 -5.046 0.07 0.05 0.01 0.306
C 9.446 8.507 -4.871 0.32 0.03 -0.12 -1.545
H 9.237 7.702 4.242 0.02 0.02 -0.22 0.387
H -1.329 -12.407 -4.150 0.11 0.04 0.07 0.316
H -1.846 -5.275 -3.532 -0.07 0.15 -0.14 0.409
H 11.738 8.846 -0.370 -0.10 -0.10 0.03 0.232
H 0.998 2.680 -1.394 2.32 -1.06 -0.34 0.039
N -4.306 -4.054 -1.451 -0.03 -0.35 -0.02 -0.720
H -4.934 -10.884 -0.181 0.01 0.04 -0.18 0.417
C 1.327 -11.976 -2.858 -0.01 0.12 0.39 -0.756
H -0.309 -10.966 -0.990 -0.17 0.05 -0.15 0.263
H -10.365 0.739 9.600 1.54 1.00 -1.71 0.234
H 3.127 8.323 1.258 0.39 -1.51 -1.93 0.254
H 7.770 7.809 -1.904 -0.06 0.06 -0.17 -0.110
C -4.064 -8.873 -0.385 -0.30 -0.04 -0.39 0.221
H -4.683 -7.310 0.771 0.13 0.03 -0.15 0.244
H -0.377 -3.384 1.714 -1.23 1.70 0.55 0.315
H -6.396 -9.190 -2.499 0.10 -0.17 -0.16 0.192
H -11.130 0.741 6.623 1.91 -1.08 -0.76 0.361
H -1.208 -1.136 3.920 0.50 -2.43 -0.57 0.298
C -3.975 -5.134 -4.977 -0.36 -0.25 0.16 -0.774
H -9.572 1.068 5.591 -1.22 -1.79 1.40 0.237
C -6.719 -9.953 -1.788 -0.31 0.31 0.12 -0.581
H 9.849 8.529 -2.785 -0.22 -0.02 0.08 0.163
C -7.709 -1.053 4.797 0.14 -0.65 0.11 -0.216
C -4.725 -2.989 5.357 -0.13 -0.16 -0.29 -0.492
H -5.015 -4.316 -2.142 0.21 0.18 0.18 0.354
C 0.035 -11.138 -2.993 -0.07 -0.45 -0.04 0.308
H -0.466 0.262 -1.983 1.35 -0.18 2.02 0.253
C 3.797 8.523 -0.977 0.40 -1.49 0.24 -0.104
H 4.966 8.333 -1.123 -2.55 0.79 0.34 -0.324
H -1.374 -0.277 1.382 1.86 -1.52 0.03 0.261
H 3.528 4.816 3.045 -0.23 0.15 0.12 -0.363
C -9.231 -1.527 4.363 0.74 -0.39 0.37 -0.660
H -2.997 -4.906 -5.410 0.00 0.08 0.08 0.350
C -0.776 -11.470 -4.243 -0.17 0.24 -0.20 -1.440
H 11.888 7.600 0.886 -0.07 -0.01 0.08 0.348
H -7.799 -10.081 -1.913 0.12 0.00 0.13 0.269
C 3.073 7.909 -2.324 1.04 0.18 -0.43 0.996
H 5.514 6.571 0.085 -1.70 0.28 1.22 -0.133
H -7.586 0.129 4.848 -0.38 -2.61 -0.17 0.262
H 8.726 6.328 0.232 0.08 0.18 0.07 0.333
H -8.064 0.230 7.381 -2.35 -0.36 0.53 0.133
H 0.334 -10.086 -3.074 0.07 -0.12 0.10 0.363
C -3.444 -2.216 4.669 0.59 -0.95 0.41 -0.429
C -0.030 6.270 -2.735 3.95 -5.57 -2.62 0.602
C 0.728 -14.220 -3.442 -0.05 -0.18 0.42 -0.635
C 2.015 2.096 -1.590 -0.16 -0.39 -0.47 -0.011
H -2.415 -4.121 3.741 0.54 1.58 1.54 0.226
H -0.290 1.008 -0.258 0.86 -1.51 -1.33 0.307
H -2.219 -3.936 -1.389 -0.07 -0.15 -0.04 0.139
C -0.511 -1.079 1.328 0.36 -1.03 -0.43 -0.695
H -3.451 -10.147 -2.037 0.06 0.11 0.04 0.341
H -0.996 -1.847 -0.797 1.59 1.00 1.04 -0.633
O -6.482 -9.511 -0.459 0.45 -0.43 0.00 -0.393
H 10.260 6.080 1.052 0.13 0.12 0.06 0.494
C -9.569 1.176 8.840 0.55 -0.61 0.38 -0.976
C 2.615 3.913 0.265 -0.06 -0.62 -0.63 -0.350
H -1.313 5.148 -1.065 1.27 2.00 -0.87 0.314
H -0.095 9.586 -3.397 1.07 -2.13 1.00 0.273
H -4.504 -5.812 -5.654 0.09 0.00 0.13 0.233
C 0.473 8.658 -2.907 0.44 2.44 -0.09 -0.382
C -0.993 -2.275 3.654 -0.31 -0.61 0.41 -0.682
H 2.268 10.050 -2.682 -0.53 -2.34 -0.76 0.317
H -4.576 -4.228 -4.885 0.15 0.14 -0.17 0.247
H 8.742 8.908 -5.604 -0.02 -0.04 0.12 0.316
C -5.187 -9.842 0.050 -0.05 0.29 0.29 -0.737
H 11.112 9.181 1.243 0.20 -0.07 0.14 0.260
O 9.980 7.905 0.076 0.34 -0.36 0.21 -0.213
N 8.580 10.122 -3.261 -0.26 -0.06 0.19 -0.784
C 11.245 8.395 0.498 -0.30 0.25 -0.33 -0.809
C 8.984 8.719 -3.432 -0.35 -0.05 -0.24 0.642
H -11.392 -0.971 4.853 2.06 -0.64 1.51 0.264
H 5.249 7.511 -4.959 0.13 -0.02 0.11 0.271
H -3.199 -9.062 0.262 -0.16 -0.01 0.05 0.298
H -1.332 7.119 -1.023 1.06 -2.31 -0.49 0.330
C 3.396 7.593 0.354 0.73 0.89 0.82 -0.140
H 5.393 3.838 1.567 0.00 -0.04 -0.14 -0.321
H -5.373 -7.355 -0.679 0.32 0.00 0.01 0.328
H -6.878 -3.674 4.957 1.66 0.95 -1.29 0.294
Ga 4.048 4.759 1.529 0.22 0.08 -0.37 0.254
H 1.036 -15.226 -3.141 0.03 0.18 0.02 0.255
H 3.799 1.954 -0.072 -1.01 1.45 -1.38 0.282
O -0.034 7.462 -3.598 0.44 -1.67 3.54 -0.314
H -9.306 -1.040 8.019 0.11 2.34 -0.47 0.250
C -10.383 -1.139 5.468 -0.28 0.69 -0.38 -0.526
C -0.111 -1.300 -0.257 -0.26 0.86 -0.07 0.427
H 1.918 -11.961 -3.782 -0.12 -0.09 -0.08 0.431
H -9.195 -2.711 4.279 -0.10 2.44 0.06 0.205
H 8.211 6.397 2.545 0.00 0.07 -0.21 0.470
H 0.191 6.150 -0.462 -1.81 -0.17 -1.85 0.161
H -2.585 -6.136 -2.191 -0.21 0.11 -0.11 0.273
H -3.832 -2.643 -3.636 0.04 -0.11 0.06 0.375
H 1.778 3.413 0.920 1.32 0.91 -1.33 0.229
H -7.162 -1.983 2.754 1.21 0.69 2.06 0.285
H 3.586 9.658 -0.783 0.31 -2.10 -0.56 0.397
C -10.107 0.259 6.284 0.11 0.55 0.38 -0.590
N 7.834 8.363 1.938 0.20 -0.06 -0.44 -0.664
C -3.602 -9.084 -1.825 0.19 -0.06 -0.16 -1.239
C 8.777 7.260 2.172 0.18 0.33 -0.17 0.521
H -2.856 -1.880 -2.390 -0.05 -0.18 -0.08 0.403
O 6.566 8.081 -3.506 0.48 -0.39 -0.13 -0.213
H 10.185 8.656 3.111 -0.04 -0.06 -0.08 0.289
C 9.752 7.666 3.274 -0.01 -0.08 0.33 -1.561
H -0.132 -11.535 -5.124 -0.03 -0.03 0.05 0.377
C -2.129 -3.221 4.436 0.32 1.75 -0.24 -0.512
H -2.646 -8.576 -1.994 -0.19 -0.10 0.06 0.242
H 2.248 2.214 -2.742 -0.60 -0.35 2.23 0.330
H -5.717 -0.975 3.509 -1.95 -1.65 0.67 0.280
H 10.568 6.943 3.364 0.00 0.04 -0.02 0.341
C 1.733 0.505 -1.237 -0.16 -0.08 -0.19 -0.603
H 2.149 4.770 -0.388 0.56 -1.73 0.96 -0.077
N -4.468 -7.470 -0.214 -0.32 -0.05 0.32 -0.459
C -0.707 6.132 -1.249 0.72 1.81 0.27 -0.745
H -2.150 -2.691 1.679 2.11 0.40 0.69 0.134
H -9.938 2.212 8.420 0.73 -2.17 0.71 0.280
H -4.307 -8.684 -2.557 -0.02 0.06 0.14 0.219
H 9.597 7.445 -5.083 -0.05 0.04 0.00 0.324
H -2.066 -2.802 -3.673 -0.05 0.00 0.01 0.341
H 10.402 9.016 -5.041 -0.18 -0.03 0.07 0.373
H 1.952 -11.508 -2.085 -0.13 -0.16 -0.03 0.349
H -7.517 -1.503 5.874 -0.28 1.08 -2.07 0.039
H -8.570 1.354 9.452 -2.18 -0.23 -1.18 0.299
C 7.861 7.749 -2.996 -0.07 0.26 0.37 -0.329
C -6.600 -1.728 3.772 -0.23 -0.28 -0.58 -0.450
C -1.045 -2.475 2.027 0.19 0.84 0.38 -0.298
H 2.394 9.008 -4.249 -1.07 -0.28 2.41 0.293
C 4.655 6.670 0.887 0.26 1.04 0.10 -0.257
H 0.243 8.706 -1.760 0.30 -0.51 -2.08 0.207
H -5.691 -3.909 3.480 -0.73 1.82 1.69 0.214
H 0.847 -1.958 -0.399 -1.77 1.18 0.48 0.365
H 2.072 -0.157 -2.160 -0.52 1.18 2.05 0.153
H 7.127 8.051 1.271 -0.14 -0.02 0.29 0.083
C 3.251 2.752 -0.735 -0.93 1.04 0.38 -0.702
C -9.204 0.079 7.656 0.40 0.19 -0.52 -0.202
N -0.827 -11.282 -1.812 0.33 -0.20 0.21 -0.498
H 8.114 6.707 -3.228 -0.02 0.03 -0.16 0.443
H 2.445 6.927 0.168 1.79 1.32 0.10 -0.280
H 0.062 -2.568 4.113 -2.07 0.77 -1.26 0.369
H 7.675 10.237 -3.726 0.30 -0.03 0.08 0.349
H -3.122 -1.366 5.410 -0.47 -1.52 -1.61 0.208
H -5.278 -9.782 1.143 -0.10 0.07 -0.16 0.374
C -2.941 -2.776 -3.017 0.17 0.29 0.10 -1.682
H -1.516 -10.684 -4.434 0.12 -0.13 0.11 0.291
H -9.463 -1.112 3.289 0.30 -0.68 2.15 0.290
H -4.309 -4.838 -0.796 0.07 0.13 -0.07 0.235
H 0.452 -0.730 1.932 -2.13 -0.48 -1.31 0.221
C 9.475 6.823 0.863 -0.51 -0.07 -0.07 -0.817
H -4.420 -4.089 5.696 -0.50 2.38 -0.69 0.308
H -3.680 -1.743 3.618 0.27 -0.93 2.12 0.111
C 2.074 8.950 -3.100 0.23 0.15 -0.11 -0.723
```
Positions in Å, forces in eV/Å.

Its maximum force is 8.86 eV/Å. The value obtained for the HOMO-LUMO gap is 0.228 Eh. As for the charge: -1. As for the total energy: -125752.449 eV.

Record 2
Below is a 2-piece molecular cluster, C5H12N2O overall, with properties calculated with ωB97M-V/def2-TZVPD.

XYZ file:
```
20
Properties=species:S:1:pos:R:3:forces:R:3:mulliken_charge:R:1
H -2.921 -1.603 -0.530 0.63 -0.01 -0.05 0.310
H 0.612 1.667 -1.351 -0.17 -0.13 0.50 0.284
H 2.339 -0.914 1.163 -0.69 -0.09 0.27 0.288
N 1.449 -0.484 1.440 -1.19 -1.21 -0.69 -0.646
H -1.351 -2.363 -1.033 -0.19 0.07 0.28 0.312
C -1.881 0.461 0.492 -0.94 2.20 1.01 -0.844
N -1.192 -0.766 0.330 -0.25 0.88 -1.88 -0.216
H -2.936 0.287 0.854 0.72 -0.03 -0.03 0.362
C 1.287 0.696 0.624 0.50 -0.39 1.23 0.285
H -2.040 1.173 -0.395 0.31 -1.28 0.65 0.255
H -1.860 -0.815 -1.735 -0.05 -0.36 1.07 0.318
H 0.489 -0.252 -1.139 0.98 1.27 -0.23 0.289
C 0.824 0.764 -0.781 -2.25 -3.36 0.29 -0.690
H -1.373 1.064 1.268 -0.35 -0.18 -0.20 0.265
O 3.269 -0.294 -0.569 -2.96 3.12 0.96 -0.591
H 0.903 1.516 1.283 1.12 0.15 -0.94 0.317
H 3.032 1.725 -0.229 -0.59 -0.28 -1.07 0.350
H 0.674 -1.179 1.324 0.87 0.98 0.01 0.315
C -1.840 -1.418 -0.764 -0.12 -0.56 -1.50 -0.910
C 2.516 0.736 -0.253 4.64 -0.78 0.33 -0.054
```
Positions in Å, forces in eV/Å.

Its maximum force is 4.71 eV/Å. The value obtained for the HOMO-LUMO gap is 0.165 Eh. As for the total energy: -10399.617 eV. For the energy above the lowest of the compared OMol25 structures with the same formula, charge and spin, the calculation gives 8.8074 eV.

Record 3
Below is AgCl3 as an isolated structure, with properties calculated with ωB97M-V/def2-TZVPD.

XYZ file:
```
4
Properties=species:S:1:pos:R:3:forces:R:3:mulliken_charge:R:1
Ag 7.363 15.157 -6.375 -0.55 0.00 -0.79 0.474
Cl 5.809 15.142 -8.543 0.56 -0.01 0.80 -0.305
Cl 6.189 12.920 -5.527 0.73 1.31 -0.43 -0.554
Cl 8.748 17.389 -6.941 -0.74 -1.30 0.42 -0.615
```
Positions in Å, forces in eV/Å.

Its maximum force is 1.56 eV/Å. The value obtained for the HOMO-LUMO gap (alpha / beta) is 0.350 / 0.201 Eh. As for the charge: -1. As for the total energy: -41569.257 eV. For the energy above the lowest of the compared OMol25 structures with the same formula, charge and spin, the calculation gives 0.0000 eV. Its multiplicity is 2.

Record 4
Below is C35H32ClN9S2W as an isolated structure, with properties calculated with ωB97M-V/def2-TZVPD.

XYZ file:
```
80
Properties=species:S:1:pos:R:3:forces:R:3:mulliken_charge:R:1
H 5.619 -1.343 -2.655 0.00 0.00 0.00 0.381
H -0.580 -4.731 -1.097 0.00 0.00 0.00 0.417
C -3.046 3.579 -1.821 0.02 0.07 -0.15 0.036
C 0.011 -2.993 -2.187 0.00 -0.03 -0.02 0.156
C -3.184 -2.420 0.931 -0.01 -0.02 0.02 -0.860
H 1.901 2.277 -0.878 0.00 -0.03 -0.02 0.927
H -0.059 3.670 1.536 0.00 0.00 -0.02 0.592
S -3.285 -0.407 -2.430 0.06 -0.03 -0.01 -0.481
N 0.538 -2.032 -5.776 0.00 -0.03 0.00 -0.746
H 0.188 1.437 2.758 0.00 -0.02 -0.01 0.539
W 0.444 -0.174 -0.763 -0.32 -0.03 -0.06 1.849
C -5.361 -1.268 1.485 0.01 0.02 -0.01 -0.803
C -0.562 -3.088 0.314 -0.01 -0.01 0.00 -1.701
H -1.294 -1.337 -2.575 0.09 -0.01 0.01 -0.087
C -3.751 0.618 1.100 0.05 0.01 0.02 -0.731
S -0.936 1.490 -2.199 0.01 0.03 -0.03 -0.475
H 7.098 -0.511 -0.822 0.00 0.00 0.00 0.356
H 4.181 -2.703 0.524 0.00 -0.01 0.01 0.241
H -0.282 -3.449 -3.140 0.00 0.01 0.01 0.410
C 2.338 -2.780 -0.861 0.01 0.01 0.01 -1.870
C 5.265 -0.587 -1.964 -0.01 -0.02 0.00 -0.836
H 3.490 -0.135 4.968 0.00 0.00 0.00 0.319
C 4.625 -2.076 2.434 0.02 0.03 0.04 -0.712
C -0.046 2.690 1.051 -0.01 0.01 0.04 -0.794
H 5.490 -2.729 2.342 0.00 0.00 0.00 0.320
H 1.681 -4.289 -2.190 0.00 0.00 0.00 0.568
C -4.974 0.073 1.372 -0.02 -0.01 0.01 -0.545
C 2.128 -0.211 1.789 -0.04 0.06 -0.03 0.523
H -3.758 1.696 1.022 0.00 0.01 0.01 0.202
H -1.978 2.328 1.892 0.01 0.00 0.00 0.642
C 5.624 0.871 -0.111 0.02 -0.02 0.01 -0.617
N 1.261 0.555 1.179 0.13 -0.06 -0.05 0.690
H 1.836 0.687 3.686 -0.02 0.01 0.00 0.311
C 1.523 -3.210 -2.092 0.00 -0.01 0.00 -1.923
C 0.810 -1.354 -4.875 -0.02 0.03 -0.05 0.521
H -2.016 2.730 0.171 0.05 -0.04 0.09 0.030
N -2.722 4.679 -1.670 -0.01 0.01 0.06 -0.758
C -2.205 -1.429 0.700 0.01 0.02 -0.03 1.501
C 3.813 -2.067 1.314 -0.02 -0.01 -0.03 -0.739
N -0.313 -1.558 -2.285 -0.04 0.10 0.00 0.526
C 4.335 1.363 -0.274 0.00 0.00 -0.01 0.761
C -3.515 2.252 -2.015 0.00 -0.04 0.00 0.406
H -5.770 0.801 1.500 0.01 0.00 -0.01 0.313
C 3.444 0.883 -1.239 0.02 0.05 -0.03 -0.460
H 5.242 -1.624 4.411 0.00 0.00 0.00 0.320
N -1.408 0.752 0.650 0.04 -0.05 -0.05 0.615
H 6.245 1.279 0.676 0.00 0.00 0.00 0.416
C 2.481 -0.005 3.167 -0.01 0.01 0.00 -0.919
C -1.465 2.171 0.932 0.01 0.06 -0.03 -1.317
C 2.638 -1.340 0.986 0.01 -0.04 -0.11 1.090
N -0.944 -1.693 0.397 -0.02 -0.05 0.01 -0.140
C 3.486 -0.516 3.949 -0.01 0.01 -0.02 -0.495
H 3.342 -0.459 -2.891 0.01 0.00 0.00 0.771
C -0.806 -3.658 -1.083 0.01 -0.01 0.01 -0.798
H 1.974 -2.772 -2.981 -0.01 0.00 0.00 0.636
N 1.245 -0.565 -3.897 -0.01 0.01 0.05 -0.731
C 2.041 1.340 -1.414 0.01 0.05 0.03 -1.771
H -5.007 -3.317 1.372 0.00 0.00 0.00 0.267
C 0.793 1.745 1.894 0.00 0.01 -0.01 -1.889
C 4.505 -1.417 3.645 0.00 -0.02 -0.04 -0.820
H 1.876 1.545 -2.474 -0.03 -0.03 0.00 0.722
H 3.364 -2.651 -1.221 0.00 0.00 -0.01 0.482
H 2.371 -3.616 -0.150 0.00 0.00 -0.01 0.826
C -4.932 2.118 -2.036 -0.07 -0.04 0.06 -0.288
H 0.385 2.829 0.062 -0.03 -0.01 0.02 0.067
C 3.981 -0.095 -2.097 0.00 -0.03 0.00 -0.207
H -1.090 -3.696 1.054 0.02 0.00 -0.01 0.531
Cl 3.898 2.709 0.763 -0.04 -0.01 0.03 -0.258
N -6.086 2.071 -2.020 0.00 0.02 -0.03 -0.724
N 1.940 -1.584 -0.118 0.02 -0.01 0.02 1.207
H -6.402 -1.470 1.711 0.00 0.00 0.00 0.278
C -2.472 0.030 0.819 -0.02 0.04 0.01 0.759
C -4.532 -2.343 1.276 -0.01 -0.02 0.00 -0.880
H -1.867 -3.543 -1.327 -0.01 0.00 0.00 0.538
C 0.724 -0.681 -2.717 0.08 0.04 0.34 -0.628
H 0.487 -3.170 0.579 0.02 0.01 -0.01 0.420
C 6.097 -0.120 -0.950 0.01 0.00 0.02 -0.589
H 1.669 2.270 2.283 0.00 0.01 0.00 0.894
H -2.859 -3.439 0.786 0.00 0.01 0.00 0.059
C -2.665 1.151 -2.184 0.01 0.00 -0.03 1.157
```
Positions in Å, forces in eV/Å.

Its maximum force is 0.35 eV/Å. The value obtained for the HOMO-LUMO gap (alpha / beta) is 0.191 / 0.223 Eh. As for the charge: -2. As for the total energy: -86243.941 eV. For the energy above the lowest of the compared OMol25 structures with the same formula, charge and spin, the calculation gives 1.1275 eV. Its multiplicity is 3.

Among the records above, which one has the highest total energy? C5H12N2O